(1)
The following is a quantum chemistry calculation of a structure of composition C28H23BeN4O5PS2, from the OMol25 dataset.

## Properties
* HOMO: -8.11 eV
* frontier orbital gap: 8.25 eV
* molecular weight: 599.63 g/mol

Each line ends with the natural charge from an NBO analysis.
Geometry (Å):
Be (0.26211, 0.07431, 0.01012)  1.6134
O (3.52190, 1.92531, 0.72694)  -0.9326
S (2.10586, 1.75198, 0.68451)  2.4160
O (1.38552, 2.42308, -0.38448)  -0.9988
O (1.70205, 0.28044, 0.66675)  -1.1462
C (1.37810, 2.34002, 2.18980)  -0.3224
C (2.20209, 2.86219, 3.16906)  -0.1773
C (1.63466, 3.41506, 4.30923)  -0.1901
C (0.25706, 3.45184, 4.44924)  -0.2170
C (-0.56161, 2.91234, 3.46547)  -0.1254
C (-0.01804, 2.33493, 2.32602)  -0.3297
P (-1.09800, 1.55863, 1.04770)  0.7841
C (-2.01478, 2.97388, 0.35425)  -0.3734
C (-3.18461, 3.44709, 0.94637)  -0.1347
C (-3.82868, 4.55928, 0.42437)  -0.2316
C (-3.31125, 5.20669, -0.68902)  -0.1912
C (-2.14625, 4.74014, -1.28043)  -0.2095
C (-1.49861, 3.62797, -0.76377)  -0.1768
C (-2.32836, 0.60571, 1.99162)  -0.3869
C (-2.06552, 0.08452, 3.25224)  -0.1769
C (-2.95765, -0.80100, 3.84353)  -0.1838
C (-4.10787, -1.18287, 3.17584)  -0.1926
C (-4.36836, -0.68348, 1.90458)  -0.2241
C (-3.48121, 0.19793, 1.31412)  -0.1417
H (3.27307, 2.84596, 3.02043)  0.2491
H (2.27044, 3.82711, 5.08166)  0.2215
H (-0.18575, 3.90011, 5.32910)  0.2198
H (-1.63743, 2.93174, 3.59376)  0.2142
H (-3.60139, 2.94702, 1.81089)  0.2139
H (-4.73732, 4.91825, 0.89001)  0.2168
H (-3.81603, 6.07387, -1.09471)  0.2164
H (-1.73596, 5.24414, -2.14572)  0.2180
H (-0.58035, 3.27533, -1.21332)  0.2452
H (-1.15155, 0.33846, 3.77156)  0.2257
H (-2.73160, -1.21251, 4.81815)  0.2185
H (-4.79262, -1.88536, 3.63241)  0.2167
H (-5.25703, -0.99189, 1.36996)  0.2165
H (-3.68395, 0.57061, 0.31619)  0.2076
N (4.72260, -5.50540, -0.26971)  -0.7936
C (3.53585, -4.86177, 0.03106)  0.1965
C (2.31381, -5.40662, -0.36887)  -0.2903
C (1.12642, -4.78386, -0.03340)  -0.1485
C (1.14991, -3.61723, 0.71728)  -0.3562
C (2.36079, -3.06079, 1.12294)  -0.1542
C (3.54422, -3.67888, 0.77957)  -0.2804
S (-0.34596, -2.80983, 1.13673)  2.3436
O (-0.20041, -2.24318, 2.44853)  -0.9539
O (-1.43198, -3.69156, 0.83657)  -0.9376
N (-0.41080, -1.50033, 0.14861)  -1.1137
C (-0.32575, -1.59709, -1.20636)  0.5751
N (-0.00460, -0.34852, -1.65575)  -0.6976
C (0.13938, -0.14940, -2.95544)  0.1344
C (-0.03424, -1.19281, -3.83931)  -0.3657
C (-0.31159, -2.43983, -3.28232)  0.1337
N (-0.45479, -2.67017, -1.98253)  -0.4769
H (4.70662, -6.17192, -1.02199)  0.3824
H (5.56617, -4.96107, -0.21425)  0.3837
H (2.30138, -6.32509, -0.94379)  0.2090
H (0.17410, -5.19183, -0.34308)  0.2465
H (2.36554, -2.14731, 1.70222)  0.2456
H (4.48939, -3.25157, 1.09245)  0.2130
H (0.41003, 0.85171, -3.26918)  0.2196
H (0.06575, -1.05580, -4.90423)  0.2340
H (-0.41419, -3.30818, -3.92470)  0.2008



(2)
The following is a quantum chemistry calculation of a structure of composition C28H23Cl2CrN5O4S2Si, from the OMol25 dataset.

## Properties
* HOMO (spin up / spin down): -4.55 / -4.72 eV
* frontier orbital gap (spin up / spin down): 6.83 / 6.86 eV
* multiplicity: 4
* molecular weight: 708.64 g/mol
* net charge: -1

Each line ends with the natural charge from an NBO analysis.
Geometry (Å):
Cr (0.20135, 0.78433, -0.51723)  1.0161
Cl (-6.33543, -1.13954, 0.17027)  -0.0164
C (-4.79539, -0.40402, 0.48640)  -0.0726
C (-3.86820, -0.33510, -0.55070)  -0.2406
C (-2.63632, 0.24689, -0.31859)  0.1053
N (-1.64634, 0.47271, -1.28162)  -0.6845
C (-1.96204, 0.99182, -2.47859)  0.6349
O (-2.90899, 0.75673, -3.21635)  -0.6243
C (-1.08119, 2.20047, -2.76238)  0.1473
C (-1.36295, 3.05945, -3.81770)  -0.2081
C (-0.73102, 4.28706, -3.86401)  -0.1599
C (0.16890, 4.62588, -2.86230)  -0.2532
C (0.43140, 3.70116, -1.86924)  0.0541
N (-0.17843, 2.51813, -1.81959)  -0.4543
C (-2.30932, 0.77187, 0.96581)  0.2255
C (-3.25323, 0.70151, 1.98426)  -0.2613
C (-4.48616, 0.10655, 1.73334)  -0.0687
Cl (-5.63727, 0.03156, 3.03072)  -0.0092
N (-1.01305, 1.26290, 1.06036)  -0.7279
C (-0.47278, 1.72706, 2.19990)  0.6291
O (-1.02473, 2.20845, 3.18290)  -0.6353
C (1.02743, 1.48904, 2.23501)  0.1608
C (1.70121, 1.58663, 3.44211)  -0.2121
C (2.95743, 1.02016, 3.54607)  -0.1441
C (3.50078, 0.37143, 2.44668)  -0.2470
C (2.78599, 0.36027, 1.26338)  0.0804
N (1.59066, 0.93315, 1.15035)  -0.4788
H (-4.11140, -0.72254, -1.52794)  0.2500
H (-2.10003, 2.74685, -4.54281)  0.2490
H (-0.94612, 4.98221, -4.66577)  0.2150
H (0.66939, 5.58383, -2.84718)  0.2206
H (1.15720, 3.89975, -1.09028)  0.2034
H (-3.03572, 1.10108, 2.96098)  0.2642
H (1.18585, 2.03044, 4.28093)  0.2508
H (3.48813, 1.04031, 4.48923)  0.2148
H (4.45425, -0.13482, 2.50144)  0.2184
H (3.15977, -0.14149, 0.38177)  0.2152
O (0.73182, -2.34074, 4.53516)  -0.9438
S (-0.41271, -2.23851, 3.66919)  2.3023
O (-1.64880, -1.78926, 4.23829)  -0.9216
N (-0.02122, -1.35192, 2.33966)  -0.7741
C (-0.00106, -2.07607, 1.26476)  0.1213
S (0.45377, -1.58437, -0.30123)  -0.1432
C (-0.36961, -3.51607, 1.46267)  -0.0203
C (-0.47898, -4.53212, 0.52724)  -0.1834
C (-0.86452, -5.78941, 0.97072)  -0.2102
C (-1.13939, -6.02673, 2.31494)  -0.2057
C (-1.03387, -5.00626, 3.25267)  -0.1751
C (-0.64456, -3.76692, 2.79259)  -0.3293
H (-0.27745, -4.33594, -0.51709)  0.2383
H (-0.96284, -6.60080, 0.26078)  0.2102
H (-1.44526, -7.01708, 2.62708)  0.2096
H (-1.25319, -5.17308, 4.29876)  0.2262
C (3.71815, 1.67673, -1.76191)  -1.0941
Si (2.18037, 0.64904, -2.26498)  1.0560
C (2.84138, -1.09512, -2.68346)  -1.0999
C (1.79315, 1.35998, -3.99187)  -1.1016
H (4.47087, 1.56735, -2.55069)  0.2177
H (4.18348, 1.40189, -0.81717)  0.2190
H (3.47293, 2.74075, -1.70306)  0.2147
H (3.70086, -1.01140, -3.35777)  0.2106
H (2.07164, -1.68041, -3.19167)  0.2308
H (3.14609, -1.67265, -1.80882)  0.2280
H (2.60907, 1.07410, -4.66496)  0.2183
H (1.72722, 2.45003, -4.00727)  0.2175
H (0.86903, 0.96285, -4.41222)  0.2259



(3)
The following is a quantum chemistry calculation of a cluster of 2 separate species, C28H23Cl4NO2Si in total in a non-equilibrium geometry, from the OMol25 dataset.

## Properties
* structure (SMILES): c1ccc([Si](c2ccccc2)(c2ccccc2)[C@@H]2CCCN2)cc1.O=C1C(=O)C(Cl)=C(Cl)C(Cl)=C1Cl
* HOMO: -7.24 eV
* frontier orbital gap: 4.70 eV
* molecular weight: 575.40 g/mol
* relative energy (zero: lowest compared OMol25 entry of this formula, charge and spin): 13.89 kJ/mol

Each line ends with the natural charge from an NBO analysis.
Geometry (Å):
C (1.15198, 4.24476, -2.24557)  -0.2112
C (2.30770, 3.47610, -2.41942)  -0.2448
C (2.30367, 2.12018, -2.06848)  -0.1293
C (1.16601, 1.54227, -1.47747)  -0.5305
Si (1.05890, -0.27188, -1.06182)  1.6537
C (2.41065, -1.21980, -1.96686)  -0.5083
C (3.27833, -2.05040, -1.23558)  -0.1980
C (4.35085, -2.70108, -1.85467)  -0.2060
C (4.55816, -2.55188, -3.22920)  -0.2084
C (3.69185, -1.74629, -3.97895)  -0.2409
C (2.61588, -1.09544, -3.35476)  -0.1245
C (1.30979, -0.58203, 0.75866)  -0.4049
C (1.79429, 0.41299, 1.61298)  -0.2175
C (1.64321, 0.26603, 2.99728)  -0.2131
C (1.02390, -0.87652, 3.51695)  -0.2328
C (0.70628, -1.94437, 2.67150)  -0.2205
C (0.90256, -1.81713, 1.29206)  -0.2322
C (-0.79264, -0.85268, -1.24349)  -0.4227
C (-1.45791, -0.77532, -2.64461)  -0.3995
C (-2.76827, 0.01429, -2.44772)  -0.4176
C (-3.01715, -0.05020, -0.94175)  -0.1975
N (-1.70156, -0.23553, -0.35335)  -0.6660
C (0.04597, 2.34639, -1.22194)  -0.1957
C (0.01480, 3.67828, -1.65715)  -0.2075
H (1.14657, 5.29322, -2.54681)  0.2113
H (3.21372, 3.92804, -2.82902)  0.2111
H (3.18830, 1.50820, -2.25316)  0.2062
H (3.11862, -2.17978, -0.16435)  0.2197
H (5.02326, -3.32015, -1.25847)  0.2124
H (5.39794, -3.05487, -3.71194)  0.2140
H (3.85901, -1.61684, -5.05146)  0.2136
H (1.93479, -0.47800, -3.94815)  0.2045
H (2.26359, 1.30323, 1.19012)  0.2242
H (1.99859, 1.04877, 3.66726)  0.2142
H (0.80511, -0.93725, 4.58387)  0.2115
H (0.30817, -2.87997, 3.07010)  0.2148
H (0.70267, -2.66850, 0.63368)  0.2146
H (-0.60067, -1.91204, -0.97343)  0.1684
H (-0.80843, -0.33917, -3.40798)  0.2072
H (-1.68692, -1.80502, -2.94312)  0.2077
H (-2.66055, 1.06085, -2.74725)  0.2036
H (-3.61303, -0.41514, -2.99269)  0.2102
H (-3.52576, 0.81775, -0.50107)  0.1972
H (-3.65288, -0.93014, -0.75029)  0.1681
H (-1.63417, -0.39812, 0.64704)  0.3858
H (-0.79739, 1.91602, -0.67369)  0.2464
H (-0.89396, 4.26657, -1.51962)  0.2115
O (-3.67415, -0.82921, 1.43609)  -0.4373
C (-3.30681, -0.35788, 2.51979)  0.4190
C (-3.09863, 1.13028, 2.75143)  0.4345
O (-2.44721, 1.82102, 1.95891)  -0.4220
C (-3.66617, 1.58706, 4.02184)  -0.1580
Cl (-4.14036, 3.21566, 4.15087)  0.1040
C (-3.60624, 0.73992, 5.11785)  -0.0652
Cl (-4.17268, 1.21149, 6.65670)  0.1092
C (-3.07727, -0.59013, 4.96574)  -0.0420
Cl (-2.36907, -1.44047, 6.26499)  0.1108
C (-3.10444, -1.16636, 3.70738)  -0.1505
Cl (-3.02081, -2.85979, 3.48227)  0.0950